Molecular formula: C17H33BO7S2
Method: DFT, the ωB97M-V functional and the def2-TZVPD basis

The geometry in XYZ format:
```
60
Properties=species:S:1:pos:R:3:nbo_charge:R:1
B -0.6548 -4.5118 3.6746 0.492
C -0.1227 -3.1904 2.8710 -0.430
O -0.7093 -1.9438 3.3562 -0.552
C -0.2833 -0.8312 2.5357 0.302
C 1.2634 -0.5416 2.4547 -0.286
C 1.7667 0.6250 1.5637 0.009
C 3.3565 0.9016 1.4900 -0.660
C 0.7554 1.5000 0.7510 -0.256
C -0.7808 1.2046 0.8850 -0.205
C -1.3282 0.0302 1.7777 -0.063
C -2.9118 -0.1578 1.8349 -0.246
C -3.4207 -1.6643 1.6202 -0.617
C -3.4065 0.3790 3.3018 -0.617
H -1.7373 -4.6476 4.1208 -0.086
H 0.1237 -5.4127 3.7550 -0.094
H -0.3601 -3.3865 1.7508 0.221
H 1.0276 -3.1873 3.0122 0.203
H 2.0240 -1.1658 3.0470 0.232
H 3.8393 0.6542 2.5087 0.224
H 3.5154 2.0261 1.3288 0.244
H 3.7725 0.2630 0.6354 0.230
H 1.0743 2.3641 0.0673 0.222
H -1.5327 1.8480 0.3043 0.219
H -3.3684 0.5519 1.0615 0.211
H -2.6154 -2.4559 1.8069 0.223
H -3.7352 -1.7949 0.5133 0.209
H -4.3814 -1.8635 2.2287 0.219
H -3.7410 -0.5664 3.8711 0.212
H -2.5279 0.8542 3.8604 0.225
H -4.3100 1.0717 3.2051 0.213
C 8.4373 4.9184 -0.4036 -0.641
C 7.2674 5.7806 0.0328 -0.078
O 6.1439 5.6228 -0.8346 -0.716
S 5.2437 4.2866 -0.6934 2.363
C 3.8838 4.8301 -1.6901 -0.881
O 4.7967 4.1635 0.6695 -0.933
O 5.9045 3.2077 -1.3793 -0.923
H 8.2096 3.8569 -0.2844 0.226
H 9.3246 5.1415 0.1930 0.217
H 8.6666 5.0833 -1.4592 0.217
H 6.9871 5.5723 1.0694 0.197
H 7.5601 6.8320 -0.0171 0.195
H 3.4023 5.6749 -1.2001 0.252
H 3.1845 3.9989 -1.7823 0.253
H 4.2586 5.1115 -2.6738 0.254
C -6.4063 -4.3755 -5.0158 -0.641
C -5.1847 -4.7979 -4.2209 -0.078
O -4.3416 -3.6857 -3.9196 -0.717
S -4.7915 -2.6757 -2.7385 2.361
C -3.2546 -1.8059 -2.5940 -0.882
O -5.0104 -3.4312 -1.5332 -0.929
O -5.7795 -1.7669 -3.2580 -0.926
H -7.0687 -3.7482 -4.4154 0.227
H -6.9747 -5.2489 -5.3429 0.216
H -6.1144 -3.7913 -5.8920 0.217
H -5.4707 -5.3245 -3.3058 0.196
H -4.5907 -5.4918 -4.8203 0.194
H -2.4897 -2.4964 -2.2421 0.253
H -3.3940 -0.9990 -1.8743 0.255
H -2.9903 -1.3941 -3.5677 0.253
```

Summary:
lowest unoccupied orbital energy: 0.2 eV
highest occupied orbital energy: -8.158 eV
SMILES string: BCOc1cc(C)ccc1C(C)C.CCOS(C)(=O)=O.CCOS(C)(=O)=O
E_tot: -54836.19446 eV
HOMO-LUMO gap: 0.3057 Ha
energy above the lowest of the compared OMol25 structures with the same formula, charge and spin: 74.5 kcal per mole